{"formula": "C20H31I3NO5", "method": "wB97M-V/def2-TZVPD", "fmax_ev_per_a": 3.615, "gap_ha": 0.257, "homo_energy_ev": -11.7031, "total_energy_ev": -57260.2440, "e_lumo_ev": -4.72, "charge": 1, "species": ["C", "C", "C", "C", "C", "C", "C", "O", "O", "C", "O", "O", "C", "C", "C", "C", "C", "I", "N", "C", "C", "I", "C", "C", "I", "H", "H", "H", "H", "H", "H", "H", "H", "H", "H", "H", "H", "H", "H", "H", "H", "H", "H", "H", "H", "H", "H", "H", "H", "H", "C", "C", "O", "C", "H", "H", "H", "H", "H", "H"], "xyz": [[5.06827, 2.80314, -1.31437], [4.01260, 1.62581, -1.06917], [4.14133, 1.22674, 0.44902], [2.93610, 0.38444, 1.03465], [1.52370, 0.77053, 0.50461], [1.01214, 2.17181, 0.39673], [1.85662, 3.42285, 0.82694], [2.50197, 4.03021, 0.02936], [1.81161, 3.87494, 2.14465], [2.47844, 3.00367, 3.05640], [2.26860, 3.42878, 4.40757], [3.01576, 2.61931, 5.24157], [-0.34159, 2.49350, -0.11265], [-1.16553, 1.35408, -0.49870], [-2.61821, 1.57410, -1.06888], [-3.42752, 2.42264, -0.00561], [-3.26870, 1.79631, 1.44140], [-5.53827, 2.55069, -0.57648], [-0.70427, 0.07265, -0.37222], [0.56173, -0.27051, 0.09809], [0.83985, -1.80069, 0.16508], [0.94284, -2.55390, -1.88630], [-0.40920, -2.43203, 1.01016], [0.16438, -3.24757, 2.25855], [-1.72288, -3.68434, -0.17332], [5.02069, 3.55848, -0.47563], [4.87660, 3.36258, -2.26314], [6.12844, 2.41829, -1.29838], [4.32785, 0.79766, -1.75563], [3.02279, 2.05019, -1.36425], [5.08195, 0.62070, 0.59886], [4.29358, 2.17093, 1.03420], [3.00146, 0.35265, 2.16162], [3.11849, -0.68350, 0.71407], [2.07425, 1.95660, 2.98703], [3.58554, 3.07895, 2.84116], [3.57086, 1.99598, 4.73101], [-0.70031, 3.54124, -0.20737], [-2.53358, 2.07565, -2.07433], [-3.12134, 0.57084, -1.18327], [-2.97381, 3.45206, 0.00701], [-2.47841, 2.32721, 2.02840], [-4.28107, 1.84940, 1.93076], [-2.99601, 0.70090, 1.42237], [-1.34617, -0.67904, -0.66414], [1.75071, -2.07898, 0.73928], [-1.04506, -1.62144, 1.46784], [1.13366, -2.79698, 2.61616], [0.27670, -4.34106, 2.04523], [-0.55395, -3.16214, 3.12034], [-4.59494, -6.01932, -4.19234], [-4.45215, -5.17032, -2.95671], [-4.32420, -5.67054, -1.85876], [-4.47515, -3.67330, -3.13964], [-4.56140, -7.07231, -3.91268], [-5.55225, -5.81549, -4.67557], [-3.77425, -5.81356, -4.88223], [-5.42710, -3.36646, -3.57642], [-3.64890, -3.36423, -3.78338], [-4.36327, -3.18883, -2.16854]], "forces_ev_per_angstrom": [[0.1, 0.0, 0.5], [1.6, 1.1, 0.0], [-0.3, 0.0, -0.2], [0.4, -0.8, -0.6], [-2.5, 0.5, -0.5], [-1.5, -0.8, 0.1], [0.6, 0.0, 0.1], [-0.8, -0.3, 0.1], [-0.2, -1.0, -0.1], [0.6, -0.5, 0.6], [-1.0, 1.1, -2.5], [1.0, -1.3, 1.2], [1.7, -3.2, 0.4], [0.2, 1.7, -0.2], [0.5, -0.3, 0.6], [1.2, -0.3, 0.2], [-0.8, -0.2, -0.2], [1.0, 0.0, 0.1], [1.2, 1.4, 0.5], [1.5, 1.1, 0.2], [-1.9, 0.6, 0.6], [0.9, 0.7, 0.5], [1.0, -0.3, 1.1], [-0.5, 0.2, 0.1], [-0.5, 0.3, 0.9], [-0.1, -0.7, -0.9], [0.2, -0.6, 0.7], [-1.1, 0.3, -0.2], [-0.7, 0.5, 0.7], [0.7, -0.7, 0.4], [-1.0, 0.6, -0.1], [-0.2, -0.8, -0.5], [-0.3, 0.1, -1.2], [-0.2, 1.2, 0.3], [0.4, 0.8, -0.1], [-0.9, -0.3, 0.2], [-0.3, 0.5, -0.1], [0.3, -1.1, 0.1], [-0.2, -0.5, 1.0], [0.5, 1.0, 0.0], [-1.0, -0.9, -0.1], [-0.8, -0.3, -0.4], [1.3, 0.1, -0.1], [-0.3, 1.0, -0.2], [0.4, 0.2, 0.1], [-0.6, 0.5, -0.9], [0.7, -0.7, -0.8], [-0.9, -0.5, -0.4], [0.2, 1.1, 0.1], [0.6, -0.1, -0.9], [0.0, -0.3, 0.2], [0.0, -0.3, 0.3], [0.1, 0.3, -0.1], [0.1, 0.1, 0.3], [0.0, 0.1, 0.0], [0.1, 0.1, -0.1], [-0.1, 0.1, -0.1], [0.1, 0.0, -0.2], [-0.2, 0.0, -0.2], [0.0, -0.1, -0.1]]}



{"formula": "C20H31N3O2", "method": "wB97M-V/def2-TZVPD", "fmax_ev_per_a": 0.803, "gap_ha": 0.301, "relative_energy_kj_mol": 291.0, "homo_energy_ev": -7.4247, "total_energy_ev": -29807.9625, "e_lumo_ev": 0.75, "smiles": "Cc1ccc(N[C@H]2CCCN(C(=O)CCN3CCCCO3)C2)cc1C", "species": ["C", "C", "C", "C", "C", "N", "C", "C", "C", "C", "N", "C", "O", "C", "C", "N", "C", "C", "C", "C", "O", "C", "C", "C", "C", "H", "H", "H", "H", "H", "H", "H", "H", "H", "H", "H", "H", "H", "H", "H", "H", "H", "H", "H", "H", "H", "H", "H", "H", "H", "H", "H", "H", "H", "H", "H"], "xyz": [[2.55693, 5.26713, -2.18660], [1.78399, 4.43010, -1.21222], [0.84266, 3.51409, -1.65963], [0.12558, 2.73039, -0.78051], [0.32706, 2.84105, 0.59425], [-0.47608, 2.09729, 1.45224], [-0.00689, 1.62911, 2.73507], [-1.19734, 1.23752, 3.62156], [-1.86047, -0.05443, 3.14651], [-0.80900, -1.15798, 3.00400], [0.23493, -0.72939, 2.10323], [0.41726, -1.12897, 0.81846], [1.27042, -0.62899, 0.11185], [-0.48037, -2.25582, 0.32621], [-0.19788, -2.55463, -1.14509], [-1.12596, -3.55955, -1.62840], [-0.65769, -4.92384, -1.44286], [-1.74984, -5.88745, -1.90663], [-2.08510, -5.60054, -3.36877], [-2.37738, -4.10523, -3.50966], [-1.29607, -3.33651, -3.04703], [0.95355, 0.42931, 2.59114], [1.26874, 3.76351, 1.04377], [1.99356, 4.55037, 0.16297], [3.00060, 5.52678, 0.69340], [2.26351, 5.03423, -3.20719], [3.62740, 5.08785, -2.08623], [2.38122, 6.32862, -2.01039], [0.67216, 3.40516, -2.72147], [-0.59390, 2.01703, -1.15733], [-0.97995, 1.37898, 0.94746], [0.53104, 2.44753, 3.22010], [-1.92288, 2.05185, 3.62281], [-0.83772, 1.09945, 4.64361], [-2.62382, -0.36506, 3.86144], [-2.34988, 0.10752, 2.18446], [-1.26478, -2.08348, 2.65790], [-0.35120, -1.34866, 3.98271], [-1.53056, -1.97805, 0.43025], [-0.29659, -3.14675, 0.93081], [0.85181, -2.85073, -1.27522], [-0.36099, -1.65112, -1.73477], [-0.45631, -5.06371, -0.37886], [0.27257, -5.10787, -2.00438], [-1.41503, -6.91802, -1.78046], [-2.63926, -5.73199, -1.29256], [-2.94722, -6.18228, -3.69512], [-1.23046, -5.85670, -3.99828], [-2.50165, -3.81673, -4.55557], [-3.28761, -3.84842, -2.94955], [1.73690, 0.66663, 1.86846], [1.40754, 0.19025, 3.55848], [1.44756, 3.88390, 2.10224], [3.99466, 5.29708, 0.31058], [3.03417, 5.49855, 1.77981], [2.75288, 6.54098, 0.38117]], "forces_ev_per_angstrom": [[0.0, 0.0, 0.1], [0.0, 0.0, 0.0], [0.0, 0.0, 0.1], [0.0, 0.0, 0.1], [0.1, 0.2, -0.3], [-0.5, -0.2, 0.0], [0.2, -0.2, 0.3], [0.0, 0.1, -0.2], [0.2, -0.1, 0.2], [-0.5, -0.1, 0.0], [0.1, 0.2, 0.3], [-0.2, -0.4, 0.1], [0.1, 0.1, -0.4], [0.3, 0.1, -0.4], [0.1, 0.2, -0.1], [-0.5, -0.1, -0.1], [-0.2, -0.2, -0.1], [0.2, 0.0, -0.1], [0.0, 0.3, 0.2], [-0.3, -0.4, -0.1], [0.7, 0.2, 0.4], [0.2, 0.4, -0.1], [-0.1, -0.2, 0.1], [0.0, -0.1, -0.1], [-0.1, 0.0, 0.0], [0.0, 0.0, -0.1], [0.1, 0.1, -0.1], [0.1, 0.1, -0.1], [0.0, 0.0, -0.1], [-0.1, -0.1, 0.0], [0.0, 0.1, 0.0], [-0.1, -0.1, 0.0], [0.0, 0.0, 0.1], [0.0, 0.0, 0.1], [-0.1, 0.0, 0.0], [-0.1, -0.1, -0.1], [0.1, 0.0, 0.0], [0.0, -0.1, 0.0], [0.0, -0.1, 0.1], [-0.1, 0.0, 0.1], [-0.1, 0.0, -0.1], [0.1, -0.1, 0.1], [0.0, 0.0, 0.0], [0.0, 0.1, 0.0], [0.0, 0.0, 0.0], [0.0, 0.0, 0.1], [0.0, 0.0, -0.1], [0.0, 0.0, -0.1], [0.0, 0.0, 0.1], [0.1, 0.0, 0.0], [0.0, 0.0, 0.2], [0.0, 0.0, 0.0], [0.0, 0.0, 0.1], [0.1, 0.1, 0.0], [0.0, 0.0, 0.1], [0.1, 0.1, 0.0]]}